The following is a DFT calculation (wB97M-V/def2-TZVPD) of a cluster of 2 separate species, C4H15N2O in total in a non-equilibrium geometry.

Output
Charge: 0
2S+1: 2
Energy (eV): -9415.561
Energy relative to the best compared isomer or geometry (same formula, charge and spin) (kcal per mole): 37.5

Element x y z (Å)
C -2.20367 -0.76345 -0.52839
C -0.75007 -1.28856 -0.62272
C 0.31165 -0.22882 -1.02718
C 1.52237 1.82353 -0.14256
N 0.58960 0.68661 0.13285
N -2.40247 0.33816 0.45311
H -2.54511 -0.39426 -1.49414
H -2.84473 -1.60897 -0.26619
H -0.65685 -1.96499 -1.47848
H -0.50597 -1.79302 0.30777
H 1.29029 -0.65558 -1.23401
H -0.06662 0.39920 -1.82969
H 1.28864 2.63116 0.54586
H 2.54895 1.51128 0.09054
H 1.49804 1.94878 -1.22232
H 0.92416 0.07387 0.89069
H -0.32290 1.04771 0.46569
H -2.72882 -0.01302 1.33842
H -3.08687 0.96887 0.08867
H 2.57086 -1.35379 2.48073
H 3.22210 -0.53272 1.34941
O 2.34743 -0.83199 1.70193

Force components x, y, z for each atom (eV/Å):
C 0.2 0.0 0.3
C 0.1 1.0 -0.9
C -0.5 0.2 1.4
C 0.5 -1.2 0.2
N -1.1 0.3 0.2
N 1.0 -0.5 -0.5
H 0.1 0.0 -0.1
H 0.0 -0.1 -0.1
H -0.4 -0.5 0.4
H 0.4 -0.1 -0.1
H -0.1 -0.3 -0.4
H 0.2 -0.1 -0.3
H -0.2 0.3 -0.6
H -0.1 -0.2 0.1
H -0.2 0.9 0.2
H 0.8 0.0 0.4
H 0.2 -0.2 -0.3
H -0.1 0.0 0.2
H -0.4 0.4 0.0
H 0.1 -0.3 0.5
H -0.1 0.0 0.0
O -0.3 0.3 -0.6